Computed, not measured: a cluster of 2 separate species, CHINO2 in total at a distorted geometry, with wB97M-V/def2-TZVPD.

The geometry in XYZ format:
```
6
Properties=species:S:1:pos:R:3:nbo_charge:R:1
O 0.85435 -0.13856 1.79935 -0.63
H -1.50403 -0.26436 0.26710 0.31
I -1.13611 0.14723 -2.20108 0.05
C 1.05755 -0.07447 0.64184 1.05
N -0.99719 0.49772 -0.18845 -1.17
O 1.72543 -0.16757 -0.31877 -0.61
```

Summary:
- Frontier orbital gap: 6.44 eV
- Total charge: -1
- Molecular weight: 185.9 g/mol
- Energy above the lowest of the compared OMol25 structures with the same formula, charge and spin: 0.0 kJ/mol
- Max |F|: 1.192 eV Å⁻¹
- LUMO energy: 3.44 eV